DFT (ωB97M-V with the def2-TZVPD basis set) results for a 2-piece molecular cluster, C5H14NO2 overall in a non-equilibrium geometry.

The calculation puts the energy relative to the best compared isomer or geometry (same formula, charge and spin) at 1.8646 eV. The total charge is -1.

CARTESIAN COORDINATES (ANGSTROEM)
H1 0.03026 -1.35424 1.19807
H2 -2.12628 0.03532 0.57726
C1 1.11953 0.56627 0.82406
H3 1.70200 -1.01530 2.16158
H4 1.43391 -1.95040 -0.72000
O1 -1.39842 1.13178 1.13365
H5 -0.10862 2.36695 1.30588
H6 0.91556 -1.97809 -2.98154
N1 1.62205 0.10628 -0.52890
H7 -0.24825 -0.68466 -2.78866
H8 1.97422 1.14709 1.31698
H9 1.40163 -0.41383 -3.07086
H10 -0.12940 -1.22598 -0.56971
C2 0.76604 -0.60319 1.66116
C3 0.76125 -0.98745 -2.55169
C4 -0.21478 1.46417 0.64503
H11 -3.23861 0.33148 -0.39328
C5 0.90370 -1.08407 -1.05759
H12 1.65075 0.88855 -1.12723
H13 -0.36044 1.79178 -0.44165
H14 0.18110 -0.19161 2.52753
O2 -2.90740 -0.45997 0.06411

Atomic partial charges in e from the Löwdin method, atoms 1 to 2: atom 1 (H): 0.09, atom 2 (H): -0.05

---

DFT (ωB97M-V with the def2-TZVPD basis set) results for C18H32BF18Mg2N3O18S6 as an isolated structure in a non-equilibrium geometry.

The total charge is 0. The value obtained for the total energy is -186002.3523 eV.

CARTESIAN COORDINATES (ANGSTROEM)
C1 -2.00562 -2.04606 -5.08708
O1 -1.44600 -3.05266 -1.09432
F1 -2.79101 -1.99508 -6.13760
H1 2.32768 2.56629 -1.87955
O2 -3.18105 0.28689 -4.76195
F2 -2.25789 -3.15340 -4.38836
H2 4.37933 1.28025 2.10072
H3 -3.35027 2.37766 -0.40080
S1 -4.44860 -1.54247 -2.73601
S2 0.05793 5.06015 1.55893
S3 4.97616 -1.48062 -0.18383
C2 -2.37195 2.80361 4.03198
C3 4.69480 -2.43295 -1.78768
H4 1.74062 2.14238 3.31288
F3 -4.81642 1.09359 -2.52256
F4 3.36154 -2.50799 -2.00994
O3 2.95638 1.84024 0.73001
N1 -2.86482 -1.09292 -2.63813
F5 5.23256 -1.75137 -2.79137
H5 -1.90695 -4.96620 -0.44574
O4 -2.69140 -2.00842 0.72274
H6 -3.77304 -3.71157 0.27143
F6 -3.10919 2.14604 3.11037
F7 -1.07214 4.20365 -0.69048
C4 3.20570 1.96184 -1.64298
N2 -0.83482 3.83412 2.13067
C5 0.13230 4.43742 -0.16368
F8 5.17924 -3.65076 -1.70906
H7 1.62034 -0.64353 -2.81183
H8 3.97760 2.05572 -2.40666
O5 5.44045 -0.18821 -0.59419
C6 2.40649 1.34218 2.96818
F9 -6.60805 -0.10090 -2.78299
F10 0.79293 3.27200 -0.04302
Mg1 2.13565 0.06831 0.29559
F11 0.78633 5.27441 -0.96006
F12 4.66037 -3.31303 3.39207
H9 -4.07012 0.85667 1.64472
C7 2.21266 0.26415 -2.89245
O6 -0.95365 -0.02421 -3.74725
H10 -0.03248 -2.53949 -2.50800
O7 2.72939 0.59418 -1.61312
H11 3.02165 0.13935 -3.61297
H12 0.09631 -0.98880 2.54787
S4 -1.75240 4.39394 3.31815
H13 -0.61154 -4.25270 -2.54729
H14 4.80418 2.12015 -0.15513
H15 0.57327 0.75337 -0.12593
H16 -1.95800 1.74387 -1.29231
O8 1.72245 -2.66257 1.55306
H17 -2.81262 -3.80118 1.78740
O9 -4.59269 -2.51940 -1.70540
H18 -0.13281 0.63290 3.19302
H19 -1.80810 2.03798 0.38967
O10 -0.56708 6.32010 1.49775
B1 0.04945 -0.27887 -0.34277
O11 3.69055 -3.87143 0.82779
O12 -0.99449 4.96055 4.37642
C8 0.59648 -0.16912 3.05668
C9 -2.52027 1.67127 -0.35885
H20 -0.44644 -0.27763 -1.41700
H21 -2.39293 0.45491 1.88251
H22 3.81290 3.50640 -0.26922
F13 -0.74636 -2.07366 -5.50715
C10 3.47681 1.90628 2.05564
H23 -0.78835 -0.48734 0.46027
F14 -5.61763 -0.07014 -0.86443
C11 -2.84814 -3.41383 0.76747
H24 0.91701 -1.08516 -0.34110
F15 4.64899 -1.18711 2.94799
F16 -3.12499 2.99852 5.10283
O13 5.83689 -2.27228 0.62091
N3 3.47594 -1.31808 0.44173
S5 3.13142 -2.67378 1.34844
O14 -2.99513 0.34631 -0.08953
O15 -2.91971 5.08349 2.87419
H25 2.87007 0.96754 3.88768
F17 2.92542 -2.09048 3.91382
C12 -5.42737 -0.03088 -2.18014
C13 -3.66609 -1.25860 1.47662
C14 -0.32029 -3.40822 -1.92222
O16 -4.90815 -1.86271 -4.01869
H26 0.53204 -3.73641 -1.32066
C15 3.90169 -2.28921 3.02669
S6 -2.27584 -0.51155 -4.04859
C16 -1.66848 -3.98832 -0.02686
F18 -1.34474 1.99990 4.36553
H27 -3.73344 -1.59880 2.51000
O17 1.69317 0.30480 2.28215
H28 1.50112 1.01077 -3.25929
H29 -4.62837 -1.46579 0.99736
C17 3.75905 2.41273 -0.30562
O18 1.40466 5.00342 2.04033
Mg2 -1.93674 -1.16484 -0.94810
H30 -0.76341 -4.04223 0.58494
C18 -3.27973 0.18743 1.29899
H31 3.79194 2.90160 2.36871
H32 0.92789 -0.56636 4.01707

Atomic partial charges in e from the Löwdin method, atoms 1 to 2: atom 1 (C): -0.67, atom 2 (O): -0.26

---

DFT (ωB97M-V with the def2-TZVPD basis set) results for C9H18Cl6O3 as an isolated structure in a non-equilibrium geometry.

The calculation puts the energy relative to the best compared isomer or geometry (same formula, charge and spin) at 4.9341 eV. The total charge is 0.

CARTESIAN COORDINATES (ANGSTROEM)
C1 20.47445 22.16762 15.24105
C2 22.94906 21.89483 7.14754
Cl1 20.23266 22.33837 13.53660
O1 21.66787 25.79359 9.43816
C3 20.63868 21.08650 11.57754
H1 24.43646 24.91730 7.21272
H2 24.51999 21.75918 8.63354
O2 22.30315 24.31669 7.75144
H3 19.57087 22.16123 15.85065
H4 21.57075 20.76341 16.57683
H5 22.19527 22.22429 7.86263
H6 19.77918 21.69196 11.86525
H7 19.76174 25.73895 8.64797
H8 21.88101 22.66601 11.35182
Cl2 20.03994 19.67911 10.57350
O3 23.77359 25.83541 8.89709
H9 21.05939 20.77126 12.53238
H10 24.52519 20.49007 7.28157
H11 19.89673 25.55932 10.42233
C4 21.68629 21.80503 10.71236
H12 20.27554 24.21320 9.23950
C5 21.28759 20.81487 15.52551
Cl3 22.84245 21.00567 14.65440
H13 25.69103 25.95253 7.79297
C6 24.92566 25.25219 8.12740
C7 20.32534 25.27951 9.45999
H14 21.11121 22.94237 15.66813
H15 22.60947 21.27782 10.47177
Cl4 23.22102 20.01066 9.19273
Cl5 20.96961 22.39434 9.21022
H16 25.48349 24.39002 8.49290
H17 20.76925 19.92089 15.17878
H18 23.41951 22.79040 6.74168
Cl6 22.19168 20.98944 5.78381
C8 23.95043 21.09911 7.97931
C9 22.58165 25.24773 8.62254

Atomic partial charges in e from the Löwdin method, atoms 1 to 2: atom 1 (C): -0.61, atom 2 (C): -0.71

---

DFT (ωB97M-V with the def2-TZVPD basis set) results for a 15-piece molecular cluster, C45H90O21 overall in a non-equilibrium geometry.

The calculation puts the energy relative to the best compared isomer or geometry (same formula, charge and spin) at 2.3959 eV. The total charge is 0.

CARTESIAN COORDINATES (ANGSTROEM)
H1 -10.09297 1.49622 -25.04714
H2 -4.20273 -1.33599 -32.64000
C1 -13.32972 -5.30084 -20.24297
H3 -14.72088 -2.31274 -25.27683
O1 -14.08961 -8.13107 -25.38167
H4 -16.37020 1.33760 -26.96526
H5 -7.04404 -2.43792 -24.42548
H6 -10.93194 0.91996 -26.51542
H7 -14.49383 -3.55371 -23.95443
H8 -8.97515 3.90880 -26.68294
H9 -10.35477 -4.44846 -22.02293
C2 -16.79361 -8.02104 -22.52726
O2 -4.00979 -2.57585 -29.97638
H10 -14.88872 -5.27633 -21.85783
C3 -12.69455 -6.72261 -24.04577
H11 -4.26320 0.38548 -32.22593
C4 -18.02524 -3.20855 -26.39738
H12 -10.32608 -1.59856 -25.79995
H13 -5.04891 -3.02108 -27.71471
H14 -13.29308 -4.14213 -28.59246
H15 -11.84194 -6.32391 -24.60152
C5 -11.66295 -1.88237 -21.44972
C6 -12.07721 -9.14028 -24.64557
H16 -5.02845 -5.14573 -26.32667
O3 -12.15435 -2.79680 -30.96670
O4 -17.88240 -3.04840 -25.09465
H17 -19.04366 -7.16804 -24.51345
C7 -10.83566 3.02520 -26.21885
H18 -13.77360 -0.85904 -19.67529
H19 -8.47061 -5.35181 -20.33060
H20 -12.29629 -1.14294 -28.92499
H21 -17.76065 -3.06080 -28.80993
H22 -14.27692 2.00254 -25.43735
H23 -9.36343 -4.37484 -19.35397
C8 -8.80873 -3.37753 -21.15212
O5 -7.62931 -4.60153 -25.40392
C9 -17.08356 -7.09620 -23.70482
O6 -8.57459 -2.20378 -21.07477
O7 -13.28577 -3.74041 -25.65405
H24 -11.86545 -9.46500 -25.66034
H25 -18.64997 -3.46210 -23.24410
H26 -15.22458 -4.39881 -20.42765
O8 -16.45000 0.22929 -24.00046
C10 -13.19710 -5.18812 -18.73779
H27 -15.72238 -7.90823 -22.36691
C11 -4.12789 -0.61301 -31.82563
H28 -13.29014 -5.56592 -31.61483
C12 -6.00200 -3.02232 -28.24558
H29 -9.31713 -9.16457 -26.68688
C13 -15.88800 0.55445 -25.00675
O9 -11.50978 3.95456 -25.84798
H30 -13.98987 2.31931 -29.13643
C14 -9.17381 0.36041 -29.53354
H31 -19.02078 -4.63573 -24.47623
H32 -5.61076 -6.36690 -25.20326
C15 -13.09827 -8.01273 -24.69562
H33 -12.35882 -4.53304 -18.49267
C16 -12.71819 -3.80340 -30.59001
H34 -5.27966 -2.68513 -24.26571
C17 -18.95533 -3.56430 -24.27829
H35 -9.18718 2.33290 -27.46403
C18 -10.97569 1.62837 -25.68046
H36 -15.25982 -6.19629 -20.40186
H37 -9.38726 -0.56289 -31.42962
H38 -6.04261 -3.96976 -28.78638
O10 -18.94072 -3.76485 -26.94007
H39 -10.06679 -2.20531 -27.43883
C19 -6.50602 -4.41323 -24.97868
C20 -14.52143 -3.35143 -25.02485
H40 -4.49359 -5.05477 -24.67282
C21 -12.42852 -4.37211 -29.23492
H41 -9.65962 -5.36960 -27.47882
H42 -6.43450 -3.43377 -23.13589
H43 -12.37227 -6.89566 -23.01292
H44 -11.89435 1.44509 -25.14638
C22 -16.92148 -2.51878 -28.37194
H45 -16.04984 -3.07775 -28.71187
H46 -12.38750 1.55713 -28.86230
C23 -9.39303 -4.03940 -22.36391
H47 -11.20176 -8.92641 -24.03973
H48 -19.86789 -3.03195 -24.52714
O11 -11.30215 -3.38469 -26.25326
H49 -13.94481 0.87826 -24.12964
H50 -9.29665 -2.99933 -26.02301
O12 -12.29641 -1.93586 -24.86344
H51 -7.95819 -8.09196 -27.09372
H52 -17.40159 -7.62721 -21.71616
H53 -10.03784 3.80901 -28.05492
O13 -6.02534 -1.92398 -29.18122
H54 -15.98800 -0.42071 -26.81348
O14 -16.98530 -2.58308 -26.96450
H55 -13.62731 -4.09811 -32.53279
H56 -8.27937 2.18929 -30.25175
H57 -12.06831 -2.48974 -22.26092
H58 -13.92175 0.37692 -25.80752
C24 -10.18784 -2.49804 -26.39972
H59 -17.55032 0.13406 -26.34844
H60 -12.92754 -6.17039 -18.34692
C25 -13.26287 -1.00702 -28.44961
C26 -16.50493 0.43888 -26.36928
H61 -14.64826 -4.57125 -31.13323
H62 -10.63354 -1.65537 -21.73578
O15 -12.34762 -5.34563 -20.95094
H63 -11.04877 -6.08574 -26.61798
C27 -13.44560 1.54509 -28.59942
H64 -7.22289 0.74542 -30.21020
H65 -10.83218 -0.56198 -30.42646
H66 -7.60442 1.62260 -28.73164
H67 -12.26539 -5.44770 -29.23799
O16 -9.43769 -0.11388 -28.46069
H68 -10.26539 0.96470 -31.25637
H69 -16.93254 -1.48312 -28.68406
H70 -9.49804 -6.23810 -25.91750
H71 -9.53138 -3.42348 -23.24686
H72 -14.14344 0.47241 -20.75101
C28 -13.73132 -0.53706 -20.71915
H73 -3.14567 -0.71180 -31.37358
O17 -10.61946 -7.50019 -28.75423
C29 -8.47741 -4.30422 -20.00755
H74 -17.76025 -7.10990 -25.75350
O18 -16.48499 -6.04936 -23.75712
H75 -15.27070 -3.99480 -25.47064
H76 -13.92928 -1.85559 -28.62205
H77 -13.44660 -5.94099 -23.97281
H78 -14.41590 -1.14126 -21.31953
C30 -9.92353 -7.43297 -27.78083
C31 -9.99435 -6.21832 -26.88419
H79 -12.60185 -9.96924 -24.15176
C32 -6.25853 -3.14984 -24.18342
H80 -13.56124 1.74717 -27.53455
H81 -8.76323 -4.88596 -22.64616
H82 -13.16808 -0.98681 -27.35661
O19 -5.18580 -0.85164 -30.89082
O20 -11.80076 0.46395 -21.61543
C33 -18.04216 -7.51270 -24.78660
H83 -6.87423 -2.86050 -27.62721
C34 -8.01004 1.29499 -29.68512
H84 -16.92426 -9.06397 -22.80795
H85 -14.08508 -4.75031 -18.29037
C35 -14.03581 0.20046 -28.92731
O21 -15.04209 0.08268 -29.58419
H86 -11.68860 -2.45949 -20.52392
C36 -12.28082 -2.93567 -25.51743
C37 -12.33333 -0.54942 -21.27342
C38 -13.63324 -4.52745 -31.53861
H87 -11.62752 -3.82194 -28.75083
H88 -8.60956 -9.07484 -28.32724
C39 -5.34895 -5.31574 -25.29504
C40 -4.97699 -1.85786 -30.00997
C41 -14.46104 0.98576 -25.07494
C42 -9.69417 3.25381 -27.18344
C43 -8.91014 -8.49699 -27.44991
H89 -18.06094 -8.60139 -24.84659
H90 -7.61673 -3.98079 -19.44089
C44 -14.73489 -5.31501 -20.77979
C45 -9.99082 0.04236 -30.74893

Atomic partial charges in e from the Löwdin method, atoms 1 to 2: atom 1 (H): 0.11, atom 2 (H): 0.10